Molecular formula: C13H18O4
Method: DFT, wB97M-V/def2-TZVPD

```
! wB97M-V def2-TZVPD RIJCOSX def2/J DEFGRID3
* xyz 0 1
O -0.27 4.65 -0.44
C -0.77 3.62 0.00
O -0.49 2.36 -0.44
C 0.23 2.25 -1.67
C 1.72 2.41 -1.52
C 2.48 1.32 -0.75
O 2.24 0.04 -1.35
C 2.80 -1.05 -0.64
C 1.91 -2.29 -0.74
C 0.76 -2.21 0.22
O -0.32 -1.37 -0.18
C -1.42 -1.33 0.61
C -1.45 -1.86 1.90
C -2.61 -1.78 2.65
C -3.78 -1.19 2.17
C -3.75 -0.65 0.90
C -2.59 -0.72 0.10
H -1.46 3.70 0.80
H 0.00 1.30 -2.16
H -0.09 3.05 -2.36
H 1.86 3.33 -0.99
H 2.16 2.51 -2.55
H 2.10 1.32 0.31
H 3.53 1.53 -0.71
H 3.03 -0.85 0.45
H 3.77 -1.23 -1.14
H 1.55 -2.41 -1.76
H 2.54 -3.11 -0.53
H 1.12 -1.85 1.19
H 0.34 -3.22 0.35
H -0.62 -2.34 2.42
H -2.62 -2.24 3.65
H -4.69 -1.15 2.75
H -4.65 -0.21 0.44
H -2.57 -0.32 -0.94
*
```

For the LUMO energy, the calculation gives 0.83 eV. The value obtained for the energy above the lowest of the compared OMol25 structures with the same formula, charge and spin is 0.000 eV. The SMILES is O=COCCCOCCCOc1ccccc1.